{
  "formula": "C20H40NP3S2Tb",
  "method": "ωB97M-V/def2-TZVPD",
  "symbols": ["Tb", "S", "S", "P", "P", "P", "N", "C", "C", "C", "C", "C", "C", "C", "C", "C", "C", "C", "C", "C", "C", "C", "C", "C", "C", "C", "C", "H", "H", "H", "H", "H", "H", "H", "H", "H", "H", "H", "H", "H", "H", "H", "H", "H", "H", "H", "H", "H", "H", "H", "H", "H", "H", "H", "H", "H", "H", "H", "H", "H", "H", "H", "H", "H", "H", "H", "H"],
  "xyz": [[0.8981, -1.3272, -0.7789], [-0.0241, -4.4603, 1.6596], [0.3402, -0.0475, -4.1755], [-1.5448, 2.5848, -3.2685], [-1.0348, -0.6202, 1.0487], [2.4031, 0.7128, 0.2666], [1.6952, -3.0572, 0.3052], [0.1511, -3.9509, -3.2941], [-0.5564, -1.1539, 2.7364], [0.7943, -2.6139, -3.0736], [1.8218, 1.9642, 1.4656], [-0.2432, -1.4789, -3.2580], [1.6439, -4.5311, 2.1069], [-2.6051, -1.5355, 0.8529], [-1.1976, -4.1418, -3.2236], [-1.6282, -1.7503, -3.2685], [-1.6468, 1.0678, 1.3681], [0.3639, -3.3792, 0.3663], [3.7982, -0.0404, 1.1914], [-0.4030, 3.2420, -2.0257], [2.0581, -0.6164, -3.7354], [-2.1140, -3.0554, -3.2361], [2.4080, -3.7220, 1.3117], [-2.2865, 4.0188, -4.0584], [-2.8549, 1.6238, -2.4979], [3.2764, 1.7681, -0.9503], [2.0708, -2.1420, -3.8371], [-0.6145, 4.3087, -1.8401], [-2.4070, 1.0113, 2.1598], [-2.6059, 0.5630, -2.5594], [0.8307, -4.7949, -3.3298], [-3.1976, -3.2027, -3.2895], [1.1213, 2.6528, 0.9791], [1.9941, -5.1614, 2.9134], [-2.5231, 3.7387, -5.0912], [-1.5646, 4.8462, -4.0476], [4.6180, 0.6876, 1.2576], [4.1529, -0.9436, 0.6763], [3.3470, 1.2590, -1.9213], [-3.1991, 4.3227, -3.5296], [2.6743, 2.5385, 1.8503], [-1.6366, -5.1409, -3.2219], [4.2903, 1.9758, -0.5809], [-2.4191, -2.6168, 0.8465], [1.3098, 1.4847, 2.3079], [2.0126, -2.4795, -4.9055], [3.4714, -0.3269, 2.2001], [-3.7801, 1.8073, -3.0636], [-0.2921, -2.2196, 2.7464], [2.7306, 2.7104, -1.0950], [-3.0167, 1.8856, -1.4417], [2.4296, -0.2273, -2.7609], [3.0063, -2.5720, -3.3961], [-2.3426, -0.9268, -3.3718], [1.2840, -2.8295, -2.0225], [-2.0980, 1.4865, 0.4592], [-1.4186, -0.9832, 3.3940], [-0.4777, 2.7052, -1.0644], [0.6211, 3.1532, -2.4090], [-3.0788, -1.2526, -0.0973], [3.4838, -3.5925, 1.3708], [-3.2658, -1.2768, 1.6923], [2.6524, -0.1160, -4.4998], [-0.8954, 1.7813, -4.2697], [0.3053, -0.5729, 3.0871], [-0.2754, -3.3442, -0.5451], [-0.8331, 1.7292, 1.6902]],
  "forces_ev_per_angstrom": [[-0.392, 2.536, -3.146], [1.105, 0.124, -0.959], [1.675, -1.528, 1.288], [-0.463, 0.881, -0.283], [-1.291, 0.025, 1.241], [1.220, 1.435, 0.840], [-0.907, -2.169, 1.776], [-0.169, -0.284, 0.506], [0.262, 0.090, -0.061], [-0.794, 0.325, -1.697], [-0.259, -0.005, 0.089], [1.074, -0.382, 2.364], [-0.472, 0.341, -0.443], [0.002, 0.043, -0.277], [0.600, -0.207, -0.270], [-1.252, -1.851, -0.111], [0.081, 0.264, -0.123], [1.149, -2.214, 0.940], [-0.069, -0.339, -0.057], [0.470, -0.267, 0.261], [-0.006, 0.661, -1.016], [-0.323, 2.177, 0.251], [-0.716, 0.486, -0.862], [0.065, 0.004, -0.228], [-0.170, -0.264, -0.007], [0.025, -0.099, -0.396], [0.112, -0.888, -0.555], [-0.048, -0.452, -0.173], [0.183, 0.111, -0.221], [-0.109, 0.215, 0.158], [-0.094, -0.101, -0.205], [0.516, -0.153, 0.137], [0.163, -0.077, 0.108], [-0.125, 0.113, 0.071], [-0.096, 0.264, 0.157], [-0.231, -0.191, -0.166], [-0.201, -0.249, 0.078], [0.091, 0.243, 0.133], [0.186, 0.317, 0.280], [0.235, -0.062, -0.115], [-0.155, -0.141, -0.120], [0.435, 0.133, -0.200], [-0.318, 0.077, -0.170], [-0.172, 0.240, 0.006], [0.171, 0.128, -0.107], [0.045, 0.437, 0.907], [0.096, 0.078, -0.223], [0.217, -0.142, 0.195], [-0.139, 0.524, 0.130], [0.182, -0.244, 0.064], [0.081, 0.166, -0.464], [-0.399, -0.185, -0.304], [-0.697, 0.340, -0.388], [0.323, -0.517, -0.216], [-0.114, 0.157, -0.164], [0.051, -0.105, 0.295], [0.282, -0.045, -0.026], [0.008, 0.100, -0.448], [-0.159, 0.081, 0.115], [0.011, -0.169, 0.255], [-0.224, 0.036, 0.060], [0.115, -0.155, -0.256], [0.466, -0.245, 0.187], [-0.548, 0.909, 0.876], [-0.219, -0.122, 0.080], [-0.063, -0.034, 0.652], [-0.303, -0.178, -0.037]],
  "mulliken_charge": [0.131, 0.076, -0.160, 0.846, 0.972, 1.235, 0.010, -0.925, -1.035, 1.626, -1.284, 0.038, -0.295, -1.259, -0.661, -0.643, -0.867, -0.341, -1.446, -0.745, -0.115, -1.035, -0.441, -1.221, -0.550, -1.215, -0.654, 0.497, 0.493, -0.285, 0.474, 0.481, 0.316, 0.472, 0.426, 0.417, 0.516, 0.349, 0.353, 0.396, 0.497, 0.461, 0.446, 0.325, 0.382, 0.358, 0.355, 0.462, 0.151, 0.363, 0.377, -0.594, 0.369, 0.799, -0.347, -0.011, 0.510, 0.028, 0.288, 0.325, 0.463, 0.487, 0.729, 0.017, 0.271, 0.230, 0.314],
  "spin_multiplicity": 7,
  "total_charge": 3,
  "energy_ha": -3484.6800,
  "homo_ha": [-0.535, -0.538],
  "fmax_ha_per_bohr": 0.079,
  "gap_ev": [4.8, 5.0]
}

---

{
  "formula": "C20H40O3SSiZn",
  "method": "ωB97M-V/def2-TZVPD",
  "symbols": ["Zn", "S", "Si", "O", "O", "O", "C", "C", "C", "C", "C", "C", "C", "C", "C", "C", "C", "C", "C", "C", "C", "C", "C", "C", "C", "C", "H", "H", "H", "H", "H", "H", "H", "H", "H", "H", "H", "H", "H", "H", "H", "H", "H", "H", "H", "H", "H", "H", "H", "H", "H", "H", "H", "H", "H", "H", "H", "H", "H", "H", "H", "H", "H", "H", "H", "H"],
  "xyz": [[1.2283, 1.0155, -2.3526], [2.0543, 0.9715, -0.3497], [0.5345, 0.3248, 0.8920], [1.0836, -0.8009, 1.9739], [-0.7960, -0.3375, 0.1483], [0.0160, 1.6152, 1.7982], [-0.7900, -1.7896, -3.4404], [0.4952, -1.3138, -4.2290], [-1.0561, 1.7930, -3.4823], [-2.1105, -0.3655, 0.8007], [0.6894, 2.2988, 2.8926], [-2.8057, 0.9647, 0.5354], [-0.1788, 3.5043, 3.2289], [-1.0828, 0.3828, -3.8533], [0.7426, -2.9987, 0.9358], [-2.8965, -1.5154, 0.1857], [0.7994, 1.3724, 4.0961], [1.6530, -2.7187, 3.2513], [2.0725, 2.7643, 2.4561], [-1.9930, -0.6065, 2.2996], [3.0351, -2.0709, 1.2713], [0.1934, 2.2649, -4.3650], [1.3483, -0.1085, -3.7779], [1.6241, -2.1471, 1.8385], [1.3535, 1.3018, -4.1361], [-2.0441, -0.8270, -3.5874], [-3.9015, -1.5394, 0.6292], [-1.0521, -2.8063, -3.7508], [2.5022, 3.3894, 3.2516], [-3.8215, 0.9312, 0.9535], [0.2603, -1.2229, -5.3003], [-3.0078, -1.3959, -0.8973], [2.3825, -0.4816, -3.6702], [2.2759, -2.0990, 3.9091], [-2.8431, -1.2195, -4.2173], [-0.8973, 2.0003, -2.4010], [1.1847, -2.1635, -4.1679], [-0.1152, 2.2915, -5.4215], [0.6414, -2.7755, 3.6747], [-1.1772, 3.1914, 3.5582], [3.4371, -3.0896, 1.1776], [-2.2590, 1.7880, 1.0105], [2.3221, 1.7091, -4.4434], [-1.9623, 2.3194, -3.8285], [-0.1928, 1.0353, 4.4200], [-1.5441, 0.2502, 2.8164], [0.7382, -2.6272, -0.0969], [1.4194, 0.4972, 3.8705], [-2.8772, 1.1540, -0.5438], [-2.4114, -2.4787, 0.3907], [-0.9647, 0.3285, -4.9536], [-3.0056, -0.7370, 2.7090], [-0.2793, 4.1643, 2.3591], [2.7496, 1.9177, 2.2890], [-2.5236, -0.6866, -2.6065], [3.6880, -1.5070, 1.9475], [-1.4259, -1.5196, 2.5219], [-0.2863, -3.0518, 1.3156], [0.2837, 4.0760, 4.0432], [-0.5326, -1.8401, -2.3719], [3.0460, -1.5904, 0.2853], [1.2657, 1.9206, 4.9272], [2.0735, -3.7321, 3.2356], [0.4839, 3.2921, -4.1113], [1.1455, -4.0224, 0.9199], [2.0115, 3.3564, 1.5364]],
  "forces_ev_per_angstrom": [[-0.005, 0.914, 6.642], [0.343, 0.154, -0.242], [-0.761, -0.469, 1.177], [0.324, -0.180, -0.301], [-0.050, 0.624, 0.184], [0.358, -0.273, 0.066], [-0.160, -0.237, 0.107], [0.102, -1.084, -0.101], [1.004, 0.925, -0.713], [0.262, 0.008, -0.195], [-0.111, -0.162, -0.360], [-0.152, 0.127, 0.005], [-0.080, 0.133, 0.055], [-4.430, -0.787, -2.506], [-0.039, -0.350, -0.069], [-0.107, -0.149, -0.100], [0.131, -0.030, 0.310], [-0.022, -0.114, 0.144], [0.198, 0.161, 0.142], [-0.293, -0.049, 0.503], [0.207, -0.132, -0.018], [-0.760, 0.003, 0.472], [-0.158, -2.906, -3.380], [-0.167, 0.662, -0.010], [0.685, 1.424, -3.389], [2.802, 0.983, 2.516], [0.222, -0.016, -0.113], [0.195, -0.019, -0.084], [-0.053, -0.126, -0.179], [0.185, 0.059, -0.126], [0.051, 0.008, 0.185], [0.079, -0.050, 0.258], [-0.280, 0.358, 0.139], [-0.158, -0.090, -0.167], [0.481, 0.659, -0.897], [-0.220, 0.041, -0.268], [-0.082, -0.129, -0.010], [-0.188, -0.151, 0.195], [0.201, 0.070, -0.112], [0.163, 0.017, -0.120], [-0.027, 0.233, -0.013], [-0.101, -0.205, -0.140], [-0.177, -0.112, 0.038], [0.221, 0.050, 0.358], [0.197, 0.033, -0.051], [-0.046, -0.363, -0.185], [-0.086, 0.011, 0.245], [-0.229, 0.228, 0.034], [0.010, -0.059, 0.188], [-0.059, 0.225, -0.085], [0.496, 0.192, 0.660], [0.194, 0.009, -0.112], [-0.003, -0.156, 0.132], [-0.149, 0.167, -0.003], [0.253, -0.228, -0.224], [-0.110, -0.031, -0.143], [-0.083, 0.294, -0.066], [0.243, 0.094, -0.157], [-0.096, -0.090, -0.140], [0.009, 0.084, -0.228], [-0.017, -0.138, 0.251], [-0.139, -0.109, -0.141], [-0.065, 0.172, 0.011], [0.121, -0.211, -0.023], [-0.109, 0.220, -0.014], [0.030, -0.134, 0.168]],
  "mulliken_charge": [-0.198, -0.699, -0.250, 0.364, 0.174, 0.108, 0.462, -1.268, -0.868, 1.705, 1.745, -1.470, -1.823, -0.074, -1.255, -1.289, -1.371, -1.810, -1.739, -1.525, -1.656, -1.102, 0.488, 1.690, -0.658, -0.277, 0.441, 0.544, 0.484, 0.447, 0.207, 0.070, 0.838, 0.361, 0.372, -0.073, 0.471, 0.372, 0.354, 0.345, 0.456, 0.112, 0.688, 0.443, 0.326, 0.181, 0.181, 0.074, 0.210, 0.265, 0.362, 0.617, 0.352, 0.264, -0.280, 0.327, 0.121, 0.189, 0.445, -0.557, 0.265, 0.543, 0.431, 0.433, 0.598, 0.315],
  "energy_ha": -3478.7607,
  "homo_ha": [-0.244, -0.284],
  "fmax_ha_per_bohr": 0.130,
  "gap_ev": [6.8, 7.7]
}